Here is a single C4H4N2O molecule from the OMol25 dataset. Energies are from ωB97M-V/def2-TZVPD.

Geometry as XYZ:
```
11
Properties=species:S:1:pos:R:3:nbo_charge:R:1
O 0.118 -1.122 -0.363 -0.461
N 0.311 1.506 0.641 -0.357
N -2.099 -0.730 -0.778 -0.651
C -0.996 -0.316 -0.324 0.460
C -0.817 1.030 0.262 0.037
C 1.406 0.637 0.525 -0.155
C 1.280 -0.623 0.105 0.146
H -1.968 -1.672 -1.151 0.350
H 2.408 1.010 0.623 0.215
H -1.720 1.634 0.340 0.211
H 2.076 -1.355 0.120 0.205
```

Results
Gap between HOMO and LUMO ... 0.33168 Eh
LUMO ... 0.0 eV
Energy above the lowest of the compared OMol25 structures with the same formula, charge and spin ... 33.48 kcal per mole
Total energy ... -9239.036 eV
Highest occupied orbital energy ... -9.017 eV

=====

Here is a single C4H4N2O molecule at a distorted geometry from the OMol25 dataset. Energies are from ωB97M-V/def2-TZVPD.

Geometry as XYZ:
```
11
Properties=species:S:1:pos:R:3:nbo_charge:R:1
O -2.601 -0.408 0.015 -0.497
N -1.073 1.305 0.097 -0.497
N 0.760 0.272 -0.647 -0.434
C -1.473 -0.073 -0.043 0.634
C 1.097 -0.680 0.510 -0.228
C 0.106 1.379 -0.230 0.293
C -0.169 -0.828 -0.475 -0.194
H -0.288 -1.866 -1.095 0.267
H 0.662 2.335 0.044 0.200
H 0.994 -0.247 1.622 0.232
H 1.985 -1.188 0.202 0.224
```

Results
Gap between HOMO and LUMO ... 0.38023 Eh
LUMO ... 0.3 eV
Energy above the lowest of the compared OMol25 structures with the same formula, charge and spin ... 64.90 kcal per mole
Total energy ... -9237.674 eV
Highest occupied orbital energy ... -10.003 eV

=====

Here is a single C4H4N2O molecule at a distorted geometry from the OMol25 dataset. Energies are from ωB97M-V/def2-TZVPD.

Geometry as XYZ:
```
11
Properties=species:S:1:pos:R:3:lowdin_spin:R:1
O 2.193 -0.763 0.049 0.142
N 0.591 0.911 0.039 0.196
N -2.078 -0.967 0.330 0.498
C -0.757 1.097 -0.087 0.430
C -0.199 -1.219 -0.356 0.270
C -1.261 -0.173 -0.307 0.108
C 0.881 -0.416 0.044 0.314
H 2.253 -1.721 0.106 0.000
H 1.290 1.637 0.124 0.004
H -1.216 2.060 -0.078 0.023
H -2.245 -1.864 -0.122 0.015
```

Results
Gap between HOMO and LUMO (alpha / beta) ... 0.27418 / 0.24849 Eh
⟨S²⟩ ... 2.032
2S+1 ... 3
LUMO (alpha / beta) ... 0.6 / -1.8 eV
Energy above the lowest of the compared OMol25 structures with the same formula, charge and spin ... 51.37 kcal per mole
Total energy ... -9233.845 eV
Highest occupied orbital energy (alpha / beta) ... -6.826 / -8.523 eV

=====

Here is C4H4N2O2 as an isolated structure at a distorted geometry from the OMol25 dataset. Energies are from ωB97M-V/def2-TZVPD.

Geometry as XYZ:
```
12
Properties=species:S:1:pos:R:3:nbo_charge:R:1
O -0.047 2.152 -0.503 -0.474
O 0.775 -1.836 0.940 -0.643
N -0.489 0.095 -1.887 -0.354
N -0.163 -1.190 -1.283 -0.449
C 0.125 1.553 1.029 -0.039
C 0.080 -0.977 0.157 0.475
C -0.296 0.864 -0.786 0.505
C -0.098 0.231 0.467 -0.345
H 1.267 1.596 1.320 0.220
H -1.383 -1.671 -1.530 0.386
H -0.584 1.959 1.744 0.226
H 0.813 -2.775 0.330 0.492
```

Results
Gap between HOMO and LUMO ... 0.33374 Eh
LUMO ... 0.3 eV
Energy above the lowest of the compared OMol25 structures with the same formula, charge and spin ... 159.90 kcal per mole
Total energy ... -11281.606 eV
Highest occupied orbital energy ... -8.756 eV

=====

Here is C4H4N2O2 as an isolated structure at a distorted geometry from the OMol25 dataset. Energies are from ωB97M-V/def2-TZVPD.

Geometry as XYZ:
```
12
Properties=species:S:1:pos:R:3:nbo_charge:R:1
O 1.131 -1.655 -0.040 -0.356
O -2.680 -0.908 -0.386 -0.530
N 2.084 -0.526 -0.145 -0.108
N -1.222 0.953 0.407 -0.618
C 0.078 0.533 -0.069 -0.141
C -0.016 -0.999 0.465 0.018
C 1.600 0.682 -0.070 0.001
C -1.580 -0.507 0.109 0.675
H -1.847 1.420 -0.332 0.401
H -0.080 -0.968 1.592 0.197
H 2.475 1.488 -0.420 0.272
H 0.056 0.489 -1.110 0.188
```

Results
Gap between HOMO and LUMO ... 0.38457 Eh
LUMO ... 0.2 eV
Energy above the lowest of the compared OMol25 structures with the same formula, charge and spin ... 165.50 kcal per mole
Total energy ... -11281.363 eV
Highest occupied orbital energy ... -10.239 eV

=====

Here is a single C4H4N2O2 molecule at a distorted geometry from the OMol25 dataset. Energies are from ωB97M-V/def2-TZVPD.

Geometry as XYZ:
```
12
Properties=species:S:1:pos:R:3:nbo_charge:R:1
O -2.295 -0.327 -0.098 -0.551
O -0.492 -2.249 -0.071 -0.569
N 0.391 2.071 0.005 -0.603
N -0.968 0.057 0.174 -0.178
C 1.245 -0.685 -0.061 -0.139
C -0.708 1.475 -0.117 0.257
C -0.124 -1.045 0.037 0.558
C 2.450 -0.522 -0.023 -0.114
H 1.081 1.363 0.476 0.368
H -1.726 1.833 -0.462 0.205
H -2.350 -1.379 0.383 0.515
H 3.496 -0.592 -0.244 0.251
```

Results
Gap between HOMO and LUMO ... 0.35084 Eh
LUMO ... -0.3 eV
Energy above the lowest of the compared OMol25 structures with the same formula, charge and spin ... 131.80 kcal per mole
Total energy ... -11282.824 eV
Highest occupied orbital energy ... -9.812 eV

=====

Here is a single C4H4N2O2 molecule at a distorted geometry from the OMol25 dataset. Energies are from ωB97M-V/def2-TZVPD.

Geometry as XYZ:
```
12
Properties=species:S:1:pos:R:3:nbo_charge:R:1
O -2.288 -0.927 0.010 -0.648
O 2.319 -0.865 -0.014 -0.655
N 0.028 -1.055 -0.010 -0.520
N -0.067 1.839 -0.041 -0.314
C -1.086 -0.356 0.037 0.493
C 1.147 -0.263 -0.024 0.464
C -1.131 1.094 -0.011 -0.070
C 1.083 1.086 0.072 -0.151
H 2.002 1.641 -0.021 0.206
H 2.270 -1.847 0.054 0.503
H -2.091 1.543 0.015 0.200
H -2.233 -1.856 -0.106 0.494
```

Results
Gap between HOMO and LUMO ... 0.34735 Eh
LUMO ... 0.6 eV
Energy above the lowest of the compared OMol25 structures with the same formula, charge and spin ... 18.71 kcal per mole
Total energy ... -11287.728 eV
Highest occupied orbital energy ... -8.808 eV

=====

Here is a single C4H4N2O2 molecule at a distorted geometry from the OMol25 dataset. Energies are from ωB97M-V/def2-TZVPD.

Geometry as XYZ:
```
12
Properties=species:S:1:pos:R:3:nbo_charge:R:1
O 1.452 0.616 -0.321 -0.520
O 1.140 1.691 1.659 -0.666
N -1.967 -1.713 -0.302 -0.608
N -0.247 -0.704 -1.588 -0.444
C 0.563 0.764 0.696 0.631
C -0.822 0.334 0.576 -0.473
C -1.140 -0.780 -0.431 0.394
C 0.861 -0.133 -1.467 0.398
H 1.812 -0.474 -2.132 0.207
H -1.668 0.647 1.162 0.242
H 2.263 1.422 1.488 0.495
H -2.246 -1.670 0.659 0.342
```

Results
Gap between HOMO and LUMO ... 0.34458 Eh
LUMO ... 0.3 eV
Energy above the lowest of the compared OMol25 structures with the same formula, charge and spin ... 93.07 kcal per mole
Total energy ... -11284.504 eV
Highest occupied orbital energy ... -9.113 eV

=====

Here is a single C4H4N2O2 molecule at a distorted geometry from the OMol25 dataset. Energies are from ωB97M-V/def2-TZVPD.

Geometry as XYZ:
```
12
Properties=species:S:1:pos:R:3:nbo_charge:R:1
O 2.611 -0.944 0.011 -0.517
O -1.084 -1.699 0.168 -0.348
N 1.083 0.738 -0.057 -0.643
N -2.033 -0.587 -0.139 -0.099
C -1.388 0.579 -0.095 0.005
C -0.179 0.446 0.537 -0.186
C 1.554 -0.514 -0.065 0.711
C 0.055 -0.999 -0.062 0.026
H -0.472 0.310 1.701 0.227
H 1.673 1.576 -0.119 0.420
H -0.012 -0.465 -1.201 0.151
H -1.809 1.558 -0.678 0.253
```

Results
Gap between HOMO and LUMO ... 0.37240 Eh
LUMO ... 0.2 eV
Energy above the lowest of the compared OMol25 structures with the same formula, charge and spin ... 175.00 kcal per mole
Total energy ... -11280.951 eV
Highest occupied orbital energy ... -9.899 eV

=====

Here is a single C4H4N2O2 molecule at a distorted geometry from the OMol25 dataset. Energies are from ωB97M-V/def2-TZVPD.

Geometry as XYZ:
```
12
Properties=species:S:1:pos:R:3:nbo_charge:R:1
O 2.274 1.574 -0.025 -0.501
O -0.083 1.042 -0.185 -0.502
N 2.506 -1.342 0.118 -0.523
N 0.067 -1.148 -0.253 -0.505
C -2.234 0.027 0.139 -0.661
C 1.379 -0.702 -0.178 0.259
C 1.275 0.875 -0.069 0.722
C -0.775 -0.101 -0.212 0.617
H -2.620 0.608 -0.677 0.244
H 3.198 -0.674 0.105 0.345
H -2.792 -0.812 0.133 0.248
H -2.195 0.654 1.106 0.258
```

Results
Gap between HOMO and LUMO ... 0.32856 Eh
LUMO ... -1.0 eV
Energy above the lowest of the compared OMol25 structures with the same formula, charge and spin ... 55.27 kcal per mole
Total energy ... -11286.143 eV
Highest occupied orbital energy ... -9.988 eV

=====

> energy above the lowest of the compared OMol25 structures with the same formula, charge and spin of number 1 (C4H4N2O)?

33.48 kcal per mole